Below is a molecular structure, C24H29Br9F5N2O7PS, with properties calculated with wB97M-V/def2-TZVPD.

Atoms and positions in Å:
C: -3.05005 0.03967 -1.61526
C: -3.18851 1.07516 -0.51486
C: -3.86742 2.39382 -0.78086
N: -2.69631 0.88584 0.68682
N: -1.31850 0.59420 0.53752
C: -0.36695 1.71489 0.31337
O: -0.61200 2.88240 0.05319
C: 0.93445 0.95473 0.41568
C: 2.21482 1.30601 0.05658
C: 2.34013 2.72865 -0.51291
C: 2.02644 2.79595 -2.01519
O: 1.68992 3.83260 -2.52002
O: 2.10092 1.62833 -2.75566
C: 3.29380 0.43620 0.20749
S: 4.93625 0.96276 -0.36238
C: 5.96959 1.46305 1.01078
O: 5.46803 -0.16832 -1.07419
O: 4.89459 2.07801 -1.27492
C: 3.09642 -0.83576 0.79031
C: 4.21490 -1.84129 1.06057
F: 5.41924 -1.27252 1.28949
F: 4.00969 -2.52103 2.22267
C: 4.33457 -2.97164 -0.05736
F: 4.48322 -4.16210 0.54603
F: 5.39154 -2.81939 -0.83120
F: 3.20363 -3.03752 -0.76506
C: 1.78190 -1.19027 1.11775
P: 1.34263 -2.90100 1.79727
O: 0.56065 -2.60582 3.20829
Br: -0.07391 -3.78273 0.25136
C: 0.71407 -0.33178 0.93435
C: -0.79917 -0.50567 1.18138
O: -1.43864 -1.34691 1.75047
H: -2.82492 0.56314 -2.55833
H: -2.22472 -0.65825 -1.43714
H: -3.97088 -0.54259 -1.69490
H: -3.13116 3.04203 -1.28110
H: -4.12491 2.88244 0.16341
H: -4.72271 2.28678 -1.46024
H: 3.28711 3.20551 -0.25981
H: 1.56472 3.33853 -0.03376
H: 1.37661 1.07705 -2.42318
H: 5.81748 0.88252 1.92269
H: 5.71267 2.51036 1.22507
H: 7.02642 1.46852 0.72406
H: -0.01792 -3.35465 3.41279
Br: -2.50040 5.75274 -4.01082
C: -0.63586 5.47450 -4.50751
C: -0.40010 5.79191 -5.95894
Br: -1.05896 4.37196 -7.11694
H: -0.39023 4.44990 -4.24927
H: -0.06838 6.14944 -3.87075
H: 0.66631 5.85582 -6.16540
H: -0.88485 6.70949 -6.27801
Br: -5.47567 -1.09888 0.44834
C: -6.94904 -2.27285 -0.03700
C: -6.51762 -3.29701 -1.05187
Br: -6.36718 -2.51572 -2.82881
H: -7.75747 -1.63891 -0.38807
H: -7.24836 -2.75673 0.89080
H: -7.26612 -4.08131 -1.14657
H: -5.55539 -3.74389 -0.82100
Br: 1.23629 -6.24573 3.08738
C: 0.31183 -7.71873 2.21357
C: 1.10097 -8.25131 1.04673
Br: 0.96897 -7.08430 -0.50619
H: -0.67055 -7.35292 1.93026
H: 0.20519 -8.48213 2.98198
H: 0.69470 -9.20602 0.71845
H: 2.15814 -8.36665 1.26549
Br: 1.08212 3.85561 4.74082
C: -0.83964 4.09330 4.52437
C: -1.50536 2.81457 4.09414
Br: -1.18825 2.46969 2.18340
H: -0.97921 4.90451 3.81529
H: -1.19956 4.40507 5.50323
H: -2.58840 2.88930 4.19597
H: -1.15566 1.94532 4.64591

Forces on the atoms, in the same order (eV/Å):
1.349 1.175 -0.550
0.104 -0.408 0.193
-1.012 -0.835 0.065
0.455 1.628 -1.396
-1.074 -1.037 -1.568
0.407 -2.032 -1.953
0.464 -2.124 -2.661
-0.093 -1.279 0.589
0.311 2.187 -0.634
-0.500 -0.379 0.372
-0.075 0.874 -0.122
0.485 -0.636 0.112
-0.414 0.557 0.605
0.282 -0.275 0.865
1.510 -0.402 -2.805
-0.471 0.757 0.814
-0.066 -0.882 1.087
-0.807 0.931 1.103
-0.154 0.569 -0.118
0.454 -0.789 0.293
-0.114 0.124 -0.469
-0.504 0.463 0.041
0.363 -0.634 0.669
-0.090 0.172 -0.017
-0.316 0.291 -0.238
0.245 0.290 -0.270
-1.613 -0.988 0.878
1.502 -1.510 0.189
-0.146 0.572 -0.887
-0.285 0.797 0.162
-0.017 0.940 -0.131
1.178 0.221 -0.467
0.233 0.375 -0.221
-0.348 -0.344 0.024
-0.241 0.103 0.207
-0.010 0.355 -0.043
0.042 -0.358 0.094
-0.090 -0.135 -0.195
0.068 0.185 0.229
-0.108 -0.146 -0.489
0.193 -0.140 -0.201
0.289 -0.370 -0.145
0.010 -0.077 -0.344
-0.107 -0.285 -0.103
-0.366 -0.394 -0.376
0.019 0.039 0.076
-0.007 -0.090 0.009
-0.090 0.183 0.146
0.126 -0.197 -0.130
-0.053 0.072 -0.008
0.059 0.028 -0.047
0.030 -0.025 -0.036
-0.003 -0.016 0.074
-0.025 -0.018 0.061
-0.212 -0.063 0.207
0.154 0.041 0.242
-0.198 -0.042 -0.215
0.103 0.001 0.044
0.011 -0.061 -0.068
0.012 -0.045 -0.040
-0.013 0.033 0.031
-0.008 0.060 0.051
-0.045 0.017 -0.020
0.102 -0.030 0.226
-0.152 -0.013 -0.314
0.151 -0.210 0.062
0.045 0.000 -0.073
0.018 -0.022 -0.046
-0.022 0.000 0.081
-0.032 0.036 0.068
0.001 0.042 -0.081
0.057 -0.041 0.254
-0.114 -0.401 -0.308
-0.885 3.550 7.475
0.004 -0.071 -0.037
0.008 -0.014 -0.014
0.038 0.046 0.033
-0.004 0.109 0.107

Results
Orbital gap in eV: 6.95
Net charge: 0
Energy above the lowest of the compared OMol25 structures with the same formula, charge and spin in eV: 2.764

=====

Below is a molecular structure, C24H29Cl2N4O4PtS, with properties calculated with wB97M-V/def2-TZVPD.

Atoms and positions in Å:
Pt: 0.24234 -0.19277 -0.24812
O: 3.00770 1.85483 -1.43166
S: 2.40896 1.39124 -0.21275
O: 3.05765 1.82232 1.00175
O: 2.27734 -0.16125 -0.22257
O: 0.90033 1.71709 -0.15922
Cl: -4.38972 -1.10051 -0.07616
C: -4.16634 -1.55568 1.55655
Cl: -1.97134 0.54458 -0.03931
H: -3.17827 -1.90389 1.79613
H: -4.98748 -1.33620 2.21442
C: -3.77507 -5.25589 -2.01582
C: -2.97020 -4.03641 -1.70281
C: -3.31924 -2.68064 -2.13990
C: -2.86790 -0.75044 -0.66841
C: -5.45117 0.05686 -0.59564
C: -2.24057 -1.74741 -1.61286
C: -1.27036 -2.70852 -0.86107
C: -1.86495 -4.04447 -0.94173
N: -0.18437 -2.24205 -0.33064
C: 0.93364 -3.10711 0.18692
C: 1.38110 -2.57661 1.54956
C: 2.06683 -3.05485 -0.84360
C: 0.62417 -4.59268 0.40552
H: -4.44412 -5.48274 -1.18218
H: -3.12715 -6.11893 -2.16405
H: -4.38633 -5.11241 -2.90594
H: -4.07392 -2.39076 -2.86670
H: -4.10654 -2.46674 -1.22035
H: -6.50783 0.01781 -0.33501
H: -6.39225 -2.13956 0.28402
H: -1.66998 -1.20442 -2.37591
H: -1.50790 -4.95186 -0.50069
H: 1.68615 -1.53480 1.52017
H: 2.22361 -3.17270 1.90686
H: 0.56740 -2.67301 2.27043
H: 2.39122 -2.03882 -1.04988
H: 1.73083 -3.51460 -1.77690
H: 2.92308 -3.62184 -0.47260
H: -0.16627 -4.74819 1.14120
H: 1.53565 -5.04546 0.79696
H: 0.38079 -5.10897 -0.51840
C: -0.22406 -0.71096 5.36695
C: -0.56120 -0.68522 4.02423
N: 0.12372 0.00286 3.11412
C: 1.19535 0.67851 3.51104
C: 1.64468 0.69087 4.83514
C: 0.89398 -0.00105 5.77546
C: 2.83082 1.45961 5.25485
C: 4.02510 1.56523 4.66980
C: 4.54918 0.86851 3.47956
C: 5.57360 1.45549 2.74729
C: 6.05288 0.75872 1.65667
N: 5.58176 -0.43394 1.31003
C: 4.59872 -0.90185 2.07226
N: 4.06652 -0.33026 3.14410
H: -0.82271 -1.27218 6.07229
H: -1.42257 -1.23615 3.65826
H: 1.73117 1.23106 2.74521
H: 1.19331 0.00455 6.81791
H: 2.69300 2.03500 6.16681
H: 4.73149 2.25517 5.12058
H: 5.95975 2.43174 3.00660
H: 6.84190 1.16866 1.03518
H: 4.19039 -1.86461 1.78886

Forces on the atoms, in the same order (eV/Å):
-0.085 0.136 0.193
-0.025 0.017 0.047
0.074 0.001 -0.082
-0.001 -0.010 -0.023
0.042 0.028 -0.132
-0.029 -0.070 0.021
1.282 0.602 1.088
-0.972 -0.309 0.388
0.328 0.064 0.195
0.104 0.162 -0.148
0.038 0.162 -0.029
-0.154 0.092 0.064
0.373 -0.099 -0.937
-2.467 0.605 3.256
-0.790 -0.757 -0.949
-0.167 1.913 -0.710
0.191 0.218 0.482
0.025 0.446 -0.267
0.476 0.081 -0.171
-0.018 -0.281 -0.107
0.072 -0.158 0.271
-0.019 0.084 0.000
-0.086 0.129 -0.153
-0.075 0.041 0.019
-0.042 0.030 -0.030
0.003 -0.005 0.009
0.006 -0.011 -0.001
0.824 -0.308 -0.905
1.197 -1.442 -2.326
0.045 -0.859 0.517
-0.086 -0.227 0.288
-0.018 -0.181 -0.072
-0.007 0.021 0.182
0.014 -0.037 0.003
-0.005 -0.019 -0.005
-0.001 0.013 0.006
0.000 -0.078 0.009
0.008 -0.015 -0.003
-0.010 -0.004 0.028
-0.031 -0.004 -0.027
-0.013 0.016 0.036
0.074 -0.043 -0.033
0.016 -0.011 0.006
-0.018 -0.008 0.004
-0.051 0.098 0.006
0.041 -0.073 0.011
0.035 -0.002 -0.037
-0.009 0.000 0.012
0.006 -0.001 -0.020
-0.036 -0.010 0.011
-0.013 0.010 0.015
0.007 -0.006 -0.004
0.009 0.019 0.009
-0.011 -0.020 -0.016
-0.010 0.023 0.018
-0.009 -0.002 -0.016
0.000 0.000 0.000
-0.020 0.041 0.004
-0.002 0.003 0.005
0.000 0.002 -0.001
0.002 -0.002 0.005
-0.003 0.009 -0.004
-0.001 0.000 0.000
-0.002 0.000 0.000
-0.003 -0.010 0.000

Results
Orbital gap (spin up / spin down) in eV: 6.55 / 5.78
Net charge: -1
Energy above the lowest of the compared OMol25 structures with the same formula, charge and spin in eV: 15.426
2S+1: 3

=====

Below is 4 unconnected molecules or ions with the total composition C24H29ClF5N4O2S, with properties calculated with wB97M-V/def2-TZVPD.

Atoms and positions in Å:
O: -0.76926 4.00902 -5.34794
S: -2.14475 3.46161 -5.63011
O: -3.13154 4.20563 -4.76339
Cl: -2.67398 3.82516 -7.60549
C: -2.18393 1.62610 -5.21453
C: -2.47165 1.48023 -3.62827
C: -2.43277 -0.03817 -3.10093
C: -1.01589 -0.42794 -2.37422
N: -1.30277 -0.84747 -0.95814
C: -0.19961 -1.58818 -0.27684
F: -0.83402 -2.40324 0.73691
F: 0.49100 -2.50825 -1.11949
C: 0.88824 -0.68210 0.43873
C: 2.33746 -1.29172 0.54724
C: 3.48068 -0.51001 1.23793
C: 3.27426 0.90544 1.87689
C: 1.82402 1.49873 1.76297
C: 1.60734 2.95030 2.43458
F: 2.47591 3.02860 3.57498
F: 0.24003 3.03555 2.79730
F: 1.99001 4.00527 1.55982
C: 0.65888 0.71778 1.05296
H: -1.22296 1.09990 -5.54375
H: -3.05159 1.19750 -5.83340
H: -3.54365 1.86238 -3.46287
H: -1.79391 2.17780 -3.00698
H: -2.56297 -0.71924 -4.01359
H: -3.30933 -0.24561 -2.39558
H: -0.54892 -1.23471 -3.02910
H: -0.34515 0.49643 -2.44453
H: -1.56504 0.00251 -0.41263
H: -2.14819 -1.46713 -0.94847
H: 2.60888 -2.33390 0.13965
H: 4.51315 -0.98228 1.31656
H: 4.14218 1.44213 2.38748
H: -0.37913 1.20826 0.98265
N: -2.93894 -6.03707 0.85771
C: -4.26509 -6.30412 0.64316
C: -4.89552 -5.11882 0.35512
C: -3.91245 -4.09937 0.39164
C: -2.71386 -4.69665 0.70145
H: -2.23807 -6.72138 1.09317
H: -4.64480 -7.31192 0.71543
H: -5.94723 -4.99898 0.14093
H: -4.06482 -3.04433 0.21071
H: -1.72630 -4.28494 0.82480
N: 5.09339 1.40409 -2.32335
C: 4.20370 1.66091 -1.31438
C: 4.60167 2.81385 -0.68144
C: 5.77135 3.27233 -1.33649
C: 6.04950 2.38465 -2.34683
H: 5.05114 0.61753 -2.95092
H: 3.36762 1.00233 -1.13363
H: 4.10505 3.27670 0.15900
H: 6.34582 4.15464 -1.09590
H: 6.84367 2.36533 -3.07773
N: -0.60142 1.21313 5.20523
C: -1.48143 0.81469 6.17595
C: -1.01760 -0.36205 6.71166
C: 0.18999 -0.68290 6.04376
C: 0.42358 0.30810 5.12166
H: -0.69288 2.04251 4.64144
H: -2.36005 1.40052 6.40004
H: -1.49409 -0.92841 7.49816
H: 0.81925 -1.54325 6.21878
H: 1.22778 0.44647 4.41445

Forces on the atoms, in the same order (eV/Å):
-3.003 -2.416 -1.708
1.612 4.566 4.436
1.482 -2.927 -2.702
0.345 -0.780 1.024
-0.603 -0.885 -0.150
-0.954 0.656 0.131
0.574 0.057 -0.504
-0.698 1.159 -3.141
-0.178 -0.715 -0.381
2.883 -1.593 3.056
0.970 1.996 -2.517
-2.418 2.261 1.308
3.367 1.726 1.285
-0.025 2.903 1.496
-3.144 1.449 0.115
-3.713 -2.460 -2.248
1.387 -2.409 -0.939
0.925 -1.001 -0.346
-2.694 0.185 -2.685
3.118 0.637 -0.557
-1.428 -2.452 2.401
2.578 -1.192 0.003
-1.186 1.186 0.357
1.202 0.584 1.014
1.694 -0.444 -0.281
-0.912 -1.137 -1.098
0.118 0.784 1.475
1.140 0.393 -0.950
-0.471 0.714 1.680
-0.792 -1.446 0.749
0.412 -0.706 -0.151
0.645 0.285 -0.021
-0.738 1.937 0.674
-1.661 0.676 -0.224
-1.573 -0.769 -0.837
1.845 -0.685 0.326
-0.132 0.143 -0.110
-0.003 0.030 0.031
-0.173 -0.252 -0.061
0.327 0.036 -0.057
0.167 -0.113 0.026
-0.136 0.122 -0.032
-0.006 0.131 0.002
0.111 -0.033 0.035
-0.061 -0.042 0.098
-0.193 -0.196 0.054
-0.030 0.068 0.001
-0.048 -0.035 -0.006
-0.192 -0.179 0.064
0.206 -0.024 -0.191
0.051 0.025 0.021
0.034 0.176 0.099
0.070 0.081 -0.005
0.034 0.002 -0.119
-0.062 -0.096 -0.040
-0.067 0.028 0.101
-0.049 -0.019 0.013
-0.059 -0.047 0.007
-0.219 0.155 0.037
0.184 0.015 -0.193
0.026 -0.054 -0.091
0.060 -0.123 0.185
0.089 -0.078 0.012
0.052 0.076 -0.073
-0.049 0.100 -0.006
-0.035 -0.038 0.107

Results
Orbital gap in eV: 6.23
Net charge: +1